C18H46InN2O | ωB97M-V with the def2-TZVPD basis set

Element x y z (Å)
C  -8.13  -0.08  -1.46
C  -7.74  -0.08  0.04
C  -7.24  -1.48  0.46
C  -6.12  -1.48  1.51
C  -4.94  -0.55  1.18
C  -3.55  -1.21  1.40
In  -2.73  -1.87  -0.61
O  -3.37  -3.83  -0.98
H  -8.89  0.67  -1.68
H  -7.22  0.08  -2.04
H  -8.49  -1.07  -1.71
H  -6.98  0.69  0.18
H  -8.59  0.22  0.66
H  -8.11  -2.04  0.81
H  -6.86  -1.98  -0.43
H  -6.54  -1.30  2.50
H  -5.71  -2.50  1.55
H  -5.02  -0.21  0.15
H  -5.04  0.35  1.81
H  -3.60  -2.02  2.12
H  -2.86  -0.43  1.74
H  -3.31  -0.74  -1.89
H  -0.93  -1.82  -0.46
H  -4.16  -3.98  -0.45
C  -0.56  1.47  0.42
C  0.64  2.35  0.09
N  1.37  1.87  -1.07
C  2.66  2.51  -1.24
C  2.69  4.01  -1.54
C  0.58  1.68  -2.28
C  -0.17  2.89  -2.84
H  -0.27  0.43  0.54
H  -1.01  1.81  1.36
H  -1.34  1.53  -0.34
H  1.32  2.33  0.94
H  0.30  3.39  -0.02
H  3.21  1.98  -2.03
H  3.24  2.33  -0.33
H  2.39  4.23  -2.57
H  3.71  4.39  -1.42
H  2.05  4.58  -0.86
H  -0.14  0.89  -2.09
H  1.24  1.28  -3.05
H  -0.70  3.44  -2.06
H  -0.92  2.55  -3.56
H  0.49  3.58  -3.37
C  3.27  -1.46  -0.46
C  4.77  -1.39  -0.25
N  5.15  -0.53  0.87
C  6.57  -0.23  0.91
C  7.55  -1.39  1.14
C  4.54  -0.86  2.14
C  4.74  -2.27  2.71
H  2.84  -0.46  -0.56
H  3.05  -2.01  -1.37
H  2.76  -1.97  0.36
H  5.22  -0.97  -1.15
H  5.17  -2.41  -0.15
H  6.74  0.53  1.67
H  6.83  0.25  -0.05
H  7.55  -1.73  2.17
H  8.57  -1.05  0.92
H  7.35  -2.24  0.49
H  3.46  -0.68  2.05
H  4.88  -0.12  2.88
H  4.59  -3.04  1.95
H  4.01  -2.45  3.50
H  5.73  -2.40  3.14

- Total charge: -1
- Lowest unoccupied orbital energy: 2.59 eV
- E_HOMO: -4.30 eV
- Multiplicity: 1

Here are the Löwdin charges for atoms 1 to 8, given in e: C -0.112; C -0.264; C -0.225; C -0.227; C -0.345; C -0.311; In 0.443; O -0.496

---

C34H46N4O11SSiV | ωB97M-V with the def2-TZVPD basis set

Element x y z (Å)
V  -0.01  0.09  0.18
O  1.98  0.05  -0.16
C  2.58  0.97  -0.90
C  3.69  0.62  -1.68
C  4.41  1.56  -2.44
C  4.05  2.90  -2.40
C  2.97  3.30  -1.62
C  2.21  2.37  -0.86
C  1.21  2.82  0.05
N  0.31  1.99  0.68
C  -0.21  2.36  1.98
C  0.12  1.21  2.94
N  0.04  0.03  2.10
C  -2.35  -1.58  2.29
C  -2.66  -2.57  1.18
C  -3.83  -3.31  1.17
C  -4.15  -4.14  0.10
C  -3.27  -4.19  -0.98
C  -2.09  -3.47  -0.98
C  -1.72  -2.67  0.12
O  -0.56  -2.06  0.21
H  3.97  -0.43  -1.69
H  5.25  1.23  -3.04
H  4.60  3.64  -2.98
H  2.69  4.35  -1.57
H  1.22  3.87  0.34
H  -1.31  2.49  1.96
H  0.22  3.29  2.34
H  -0.59  1.17  3.78
H  1.13  1.34  3.37
H  -3.00  -1.81  3.13
H  -4.51  -3.25  2.02
H  -5.06  -4.73  0.11
H  -3.51  -4.80  -1.84
H  -1.41  -3.50  -1.82
C  -2.57  2.30  -0.83
C  -2.85  1.39  0.30
N  -2.18  0.30  0.62
C  -2.74  -0.22  1.75
C  -3.80  0.56  2.11
N  -3.83  1.59  1.18
C  -4.84  0.60  3.14
O  -5.00  -0.46  3.94
O  -5.56  1.54  3.29
C  -0.98  -1.94  2.92
O  -0.92  -3.01  3.47
O  0.07  -1.13  2.95
H  -2.04  1.76  -1.63
H  -1.91  3.11  -0.50
H  -3.50  2.72  -1.21
H  -4.50  2.33  1.21
H  -4.47  -1.20  3.60
C  3.00  -1.82  1.85
C  3.01  -3.27  2.30
C  4.43  -3.78  2.51
C  2.20  -3.45  3.58
O  2.37  -4.11  1.32
Si  2.40  -4.21  -0.31
S  1.18  -2.88  -1.39
O  2.00  -5.78  -0.67
C  0.85  -6.56  -0.34
C  -0.18  -5.79  0.49
C  0.22  -6.99  -1.66
C  1.35  -7.77  0.44
O  3.98  -4.06  -0.74
C  4.73  -3.99  -1.96
C  5.99  -3.19  -1.64
C  3.97  -3.30  -3.09
C  5.09  -5.42  -2.36
H  3.40  -1.18  2.63
H  1.99  -1.49  1.60
H  3.61  -1.70  0.95
H  4.94  -3.19  3.28
H  4.99  -3.71  1.58
H  4.42  -4.83  2.82
H  2.59  -2.80  4.37
H  2.24  -4.49  3.91
H  1.15  -3.18  3.40
H  -0.49  -4.87  -0.02
H  0.23  -5.50  1.46
H  -1.07  -6.41  0.65
H  -0.03  -6.10  -2.24
H  -0.69  -7.57  -1.48
H  0.92  -7.60  -2.24
H  1.82  -7.43  1.37
H  2.09  -8.32  -0.15
H  0.52  -8.44  0.69
H  5.72  -2.18  -1.32
H  6.64  -3.13  -2.52
H  6.54  -3.68  -0.82
H  3.64  -2.30  -2.78
H  3.08  -3.88  -3.37
H  4.62  -3.21  -3.96
H  5.64  -5.91  -1.56
H  5.70  -5.42  -3.27
H  4.17  -5.99  -2.54
O  -0.37  0.30  -1.37
O  -0.83  0.62  -2.64

- Total charge: -2
- Lowest unoccupied orbital energy (spin up / spin down): 4.25 / 3.91 eV
- E_HOMO (spin up / spin down): 0.51 / -1.92 eV
- Multiplicity: 4

Here are the Löwdin charges for atoms 1 to 8, given in e: V 0.930; O -0.215; C -0.322; C -0.040; C -0.146; C -0.165; C -0.092; C -0.170

---

C4H4NS | ωB97M-V with the def2-TZVPD basis set

Element x y z (Å)
C  -1.19  -1.04  -0.25
C  0.09  0.96  -0.76
C  -0.08  -0.24  0.15
C  0.68  -0.65  1.16
N  -2.08  -1.69  -0.55
S  0.53  2.53  -0.09
H  0.87  0.69  -1.49
H  -0.83  1.12  -1.35
H  1.57  -0.13  1.47
H  0.43  -1.55  1.71

- Total charge: +1
- Lowest unoccupied orbital energy (spin up / spin down): -9.62 / -10.07 eV
- E_HOMO (spin up / spin down): -15.34 / -15.06 eV
- Multiplicity: 1

Here are the natural (NBO) charges for atoms 1 to 8, given in e: C 0.188; C -0.721; C -0.129; C -0.186; N -0.158; S 0.849; H 0.340; H 0.340

---

C26H18IrN2O6S3 | ωB97M-V with the def2-TZVPD basis set

Element x y z (Å)
Ir  -0.43  -0.25  -0.06
S  -2.95  -2.69  -0.74
C  -1.37  -3.19  -0.22
C  -1.24  -4.58  -0.07
C  -0.08  -5.12  0.41
C  0.95  -4.26  0.77
C  0.76  -2.91  0.61
N  -0.37  -2.36  0.12
H  -2.07  -5.21  -0.35
H  0.02  -6.19  0.52
H  1.89  -4.61  1.17
H  1.53  -2.22  0.90
O  -2.89  -0.79  -3.53
S  -1.77  -0.25  -2.81
O  -0.50  -0.90  -2.95
O  -2.10  -0.15  -1.32
C  -1.65  1.46  -3.34
C  -2.47  1.80  -4.41
C  -2.48  3.09  -4.92
C  -1.67  4.06  -4.36
C  -0.85  3.74  -3.29
C  -0.83  2.45  -2.78
S  0.31  2.18  -1.43
O  0.99  3.42  -1.21
O  1.10  1.01  -1.77
O  -0.55  1.80  -0.24
H  -3.11  1.04  -4.83
H  -3.13  3.33  -5.76
H  -1.67  5.07  -4.75
H  -0.20  4.48  -2.84
C  -3.52  -0.11  2.90
C  -2.81  0.37  4.00
C  -1.45  0.61  3.89
C  -0.80  0.37  2.68
C  -1.52  -0.11  1.57
C  -2.88  -0.35  1.69
C  0.64  0.52  2.47
C  1.52  1.06  3.43
C  2.85  1.11  3.16
C  3.35  0.61  1.94
C  4.73  0.59  1.64
C  5.17  0.05  0.46
C  4.25  -0.48  -0.46
C  2.91  -0.46  -0.20
C  2.43  0.09  1.01
N  1.08  0.10  1.29
H  -4.58  -0.30  2.99
H  -3.32  0.55  4.93
H  -0.90  0.98  4.75
H  -3.44  -0.71  0.84
H  1.13  1.43  4.36
H  3.54  1.53  3.88
H  5.42  1.00  2.36
H  6.23  0.04  0.23
H  4.60  -0.90  -1.39
H  2.20  -0.83  -0.93

- Lowest unoccupied orbital energy (spin up / spin down): -0.63 / -2.20 eV
- E_HOMO (spin up / spin down): -8.43 / -8.42 eV
- Multiplicity: 2

Here are the natural (NBO) charges for atoms 1 to 8, given in e: Ir 1.087; S 0.292; C 0.030; C -0.252; C -0.136; C -0.257; C 0.061; N -0.448

---

C32H32BN10O3RuS3Se | ωB97M-V with the def2-TZVPD basis set

Element x y z (Å)
Ru  0.49  0.18  0.16
C  3.20  4.02  -3.18
C  3.34  2.67  -3.46
C  2.99  1.72  -2.52
C  2.50  2.12  -1.28
C  2.35  3.47  -0.99
C  2.70  4.42  -1.94
N  2.23  1.12  -0.31
C  3.28  0.59  0.35
C  4.64  0.99  0.19
C  5.61  0.36  0.91
C  5.33  -0.68  1.83
C  4.04  -1.07  2.03
C  3.02  -0.43  1.30
N  1.69  -0.72  1.41
N  1.26  -1.56  2.28
C  -0.11  -1.66  2.24
C  -0.76  -2.54  3.12
C  -2.13  -2.59  3.12
C  -2.85  -1.74  2.27
C  -2.16  -0.91  1.42
N  -0.82  -0.88  1.38
H  3.48  4.77  -3.91
H  3.74  2.36  -4.42
H  3.11  0.66  -2.71
H  1.97  3.77  -0.02
H  2.58  5.47  -1.72
H  4.89  1.77  -0.52
H  6.64  0.67  0.77
H  6.14  -1.15  2.37
H  3.77  -1.86  2.72
H  -0.15  -3.15  3.76
H  -2.65  -3.27  3.78
H  -3.93  -1.75  2.24
H  -2.66  -0.25  0.73
C  -1.14  0.92  4.15
N  -1.91  1.62  3.14
C  -3.27  1.83  3.20
C  -3.60  2.53  2.08
N  -2.45  2.75  1.36
B  -2.55  3.76  0.14
N  -1.47  3.62  -0.98
C  -1.04  4.73  -1.66
C  -0.41  4.33  -2.79
N  -0.45  2.95  -2.78
C  0.02  2.08  -3.84
C  -1.10  2.54  -1.68
S  -1.39  0.89  -1.30
C  -1.43  2.18  2.00
S  0.24  2.14  1.54
H  -1.64  -0.02  4.39
H  -1.04  1.53  5.04
H  -0.15  0.71  3.75
H  -3.87  1.46  4.01
H  -4.55  2.90  1.75
H  -3.64  3.56  -0.34
H  -2.45  4.88  0.58
H  -1.22  5.72  -1.28
H  0.08  4.88  -3.57
H  0.45  1.18  -3.40
H  0.78  2.61  -4.42
H  -0.81  1.79  -4.49
Se  0.23  -5.03  0.58
N  -0.77  -4.00  -0.47
C  -2.02  -4.40  -0.33
C  -3.12  -3.82  -1.04
C  -4.36  -4.30  -0.80
C  -4.59  -5.36  0.15
C  -3.58  -5.94  0.83
C  -2.24  -5.48  0.60
N  -1.16  -5.96  1.18
H  -2.93  -3.03  -1.75
H  -5.21  -3.89  -1.33
H  -5.61  -5.70  0.31
H  -3.75  -6.74  1.54
C  1.20  -3.19  -2.83
S  1.92  -2.21  -1.55
O  3.13  -1.62  -2.08
O  2.07  -3.05  -0.38
O  0.86  -1.14  -1.36
H  1.89  -4.01  -3.04
H  0.24  -3.56  -2.48
H  1.08  -2.56  -3.71

- Lowest unoccupied orbital energy (spin up / spin down): -1.14 / -1.32 eV
- E_HOMO (spin up / spin down): -7.53 / -7.49 eV
- Multiplicity: 2

Here are the Löwdin charges for atoms 1 to 8, given in e: Ru 1.007; C -0.100; C -0.088; C -0.036; C -0.292; C -0.036; C -0.094; N -0.083

---

no.,maximum force (eV/Å)
1,1.07
2,4.51
3,1.02
4,0.51
5,0.62